# 1
Entry from the OMol25 dataset: a molecular structure, C30H22ClN7O3Sn (the ωB97M-V functional and the def2-TZVPD basis).

For the strongest force on any atom, the calculation gives 0.7 eV Å⁻¹. As for the net charge: +2. The HOMO energy is -0.4997 hartree. The frontier orbital gap comes out at 6.840 eV. As for the LUMO energy: -6.758 eV. The spin multiplicity is 1. The calculated total energy comes out at -2439.4597 Ha.

Each line ends with the Mulliken charge.
Geometry (Å):
Sn (0.04, -0.17, 0.11)  1.911
Cl (3.94, -3.98, 4.50)  -0.174
C (2.84, -2.88, 3.76)  0.016
C (1.52, -2.83, 4.19)  -0.629
C (0.62, -1.95, 3.62)  -0.454
C (1.02, -1.11, 2.58)  0.484
O (0.12, -0.21, 2.09)  -0.752
C (2.36, -1.17, 2.13)  0.410
C (2.88, -0.32, 1.09)  0.087
N (2.14, 0.28, 0.23)  0.164
C (2.54, 1.38, -0.57)  -0.458
C (3.76, 1.61, -1.12)  -0.434
C (3.99, 2.80, -1.85)  -1.005
C (3.01, 3.73, -2.00)  -0.882
C (1.72, 3.52, -1.44)  0.758
C (0.66, 4.45, -1.51)  -0.563
C (-0.53, 4.17, -0.90)  -1.049
C (-0.69, 2.94, -0.25)  -0.067
N (0.28, 2.05, -0.16)  0.119
C (1.49, 2.33, -0.73)  0.758
C (3.27, -2.05, 2.75)  -1.086
H (1.19, -3.48, 4.99)  0.450
H (-0.40, -1.89, 3.97)  0.473
H (3.95, -0.10, 1.11)  0.502
H (4.57, 0.89, -1.01)  0.501
H (4.97, 2.97, -2.28)  0.455
H (3.20, 4.65, -2.54)  0.464
H (0.80, 5.38, -2.04)  0.490
H (-1.35, 4.87, -0.91)  0.452
H (-1.64, 2.69, 0.22)  0.529
H (4.30, -2.08, 2.43)  0.492
O (-2.41, 0.44, -6.43)  -0.491
C (-1.06, 0.08, -6.26)  -0.610
C (-0.76, 0.02, -4.79)  0.216
C (0.54, -0.14, -4.33)  -1.218
C (0.78, -0.20, -2.98)  -0.406
N (-0.22, -0.11, -2.09)  0.273
C (-1.48, 0.01, -2.51)  0.677
C (-1.79, 0.09, -3.86)  -0.761
C (-2.53, -0.01, -1.45)  0.242
C (-3.88, -0.01, -1.71)  -0.541
C (-4.79, -0.13, -0.66)  0.768
C (-6.27, -0.15, -0.98)  -0.900
O (-6.58, 0.85, -1.93)  -0.492
C (-4.30, -0.23, 0.64)  -1.003
C (-2.94, -0.21, 0.84)  -0.599
N (-2.08, -0.10, -0.18)  -0.139
H (-2.63, 0.45, -7.36)  0.328
H (-0.38, 0.79, -6.74)  0.374
H (-0.85, -0.92, -6.68)  0.356
H (1.37, -0.22, -5.02)  0.500
H (1.78, -0.34, -2.58)  0.617
H (-2.80, 0.20, -4.21)  0.761
H (-4.25, 0.08, -2.72)  0.526
H (-6.87, -0.09, -0.07)  0.441
H (-6.49, -1.12, -1.45)  0.281
H (-6.92, 1.63, -1.48)  0.326
H (-4.97, -0.32, 1.49)  0.430
H (-2.50, -0.28, 1.83)  0.640
N (0.49, -2.16, -0.16)  -0.714
C (-0.13, -3.14, 0.14)  0.701
N (-0.68, -4.18, 0.50)  -0.564
C (-1.76, -4.77, -0.01)  0.444
N (-2.71, -5.27, -0.42)  -0.426

***

# 2
Entry from the OMol25 dataset: a molecular structure, C30H22F15GeIInN2O5S (the ωB97M-V functional and the def2-TZVPD basis).

For the strongest force on any atom, the calculation gives 0.7 eV Å⁻¹. As for the net charge: -1. The HOMO energy is -0.2056 hartree. The frontier orbital gap comes out at 7.703 eV. As for the LUMO energy: 2.109 eV. The spin multiplicity is 1. The calculated total energy comes out at -6103.1152 Ha.

Each line ends with the Mulliken charge.
Geometry (Å):
In (1.12, -3.40, -1.23)  1.299
N (-0.12, -3.31, 2.49)  -0.302
C (0.90, -3.65, 1.68)  0.330
O (0.84, -4.64, 0.91)  -0.725
C (2.11, -2.75, 1.63)  -0.396
C (2.46, -2.39, 0.17)  -0.625
H (-1.02, -3.69, 2.23)  0.406
H (-0.13, -2.36, 2.81)  0.201
H (2.92, -3.30, 2.10)  0.312
H (1.92, -1.85, 2.20)  0.098
H (3.42, -2.80, -0.13)  0.712
H (2.46, -1.31, 0.02)  0.063
C (3.82, -0.85, -2.53)  -0.870
O (2.54, -1.28, -2.92)  -0.076
C (1.68, -0.23, -3.33)  0.422
C (0.39, -0.89, -3.72)  -1.139
O (-0.36, -1.27, -2.58)  0.175
C (-1.20, -0.24, -2.09)  -0.523
H (4.34, -0.37, -3.38)  0.319
H (4.39, -1.72, -2.22)  0.242
H (3.77, -0.13, -1.71)  0.235
H (2.11, 0.31, -4.18)  0.398
H (1.53, 0.47, -2.50)  -0.429
H (0.62, -1.80, -4.27)  0.325
H (-0.20, -0.23, -4.36)  0.518
H (-1.93, 0.03, -2.87)  0.386
H (-0.63, 0.65, -1.80)  -0.148
H (-1.71, -0.61, -1.21)  0.158
O (-0.54, -3.82, -3.37)  -0.688
C (-1.41, -3.85, -2.50)  0.620
C (-2.89, -4.06, -2.74)  -0.598
C (-3.50, -3.79, -1.36)  -0.603
C (-2.29, -3.71, -0.43)  0.250
O (-2.40, -3.68, 0.79)  -0.686
N (-1.13, -3.68, -1.17)  -0.077
H (-3.04, -5.08, -3.08)  0.301
H (-3.23, -3.39, -3.53)  0.266
H (-4.19, -4.55, -1.00)  0.358
H (-4.01, -2.83, -1.31)  0.237
I (3.56, -4.70, -3.58)  -0.106
C (2.00, -5.17, -2.18)  -1.222
H (2.47, -5.80, -1.43)  0.424
H (1.27, -5.74, -2.75)  0.373
F (-0.41, 4.72, 2.69)  -0.369
C (0.73, 4.14, 3.08)  0.510
C (1.01, 2.83, 2.73)  0.248
C (2.21, 2.31, 3.20)  0.001
F (2.58, 1.06, 2.92)  -0.213
C (3.08, 3.05, 3.98)  -0.124
F (4.23, 2.53, 4.41)  -0.314
C (2.76, 4.35, 4.31)  0.753
F (3.59, 5.07, 5.06)  -0.318
C (1.58, 4.90, 3.86)  0.042
F (1.27, 6.16, 4.19)  -0.311
Ge (-0.26, 1.83, 1.56)  -0.300
S (0.00, -0.19, 1.13)  0.019
C (-0.14, 3.08, -0.01)  0.189
C (-1.11, 3.96, -0.47)  0.140
F (-2.25, 4.17, 0.20)  -0.355
C (-0.96, 4.68, -1.64)  0.147
F (-1.91, 5.52, -2.06)  -0.324
C (0.20, 4.55, -2.37)  0.821
F (0.36, 5.25, -3.49)  -0.329
C (1.20, 3.71, -1.93)  0.055
F (2.33, 3.60, -2.64)  -0.370
C (1.01, 3.00, -0.77)  0.392
F (2.02, 2.22, -0.38)  -0.552
C (-2.08, 2.05, 2.35)  -0.283
C (-3.18, 1.79, 1.56)  0.209
F (-3.03, 1.62, 0.23)  -0.376
C (-4.45, 1.68, 2.05)  0.080
F (-5.49, 1.44, 1.25)  -0.311
C (-4.66, 1.82, 3.41)  0.712
F (-5.89, 1.72, 3.91)  -0.318
C (-3.60, 2.06, 4.25)  0.058
F (-3.81, 2.19, 5.56)  -0.312
C (-2.33, 2.17, 3.71)  0.219
F (-1.34, 2.39, 4.59)  -0.331

***

# 3
Entry from the OMol25 dataset: a molecular structure, C30H22FN5O3RuS (the ωB97M-V functional and the def2-TZVPD basis).

For the strongest force on any atom, the calculation gives 0.7 eV Å⁻¹. The calculation puts the energy above the lowest of the compared OMol25 structures with the same formula, charge and spin at 9.5 kcal/mol. As for the net charge: -1. The HOMO energy (spin up / spin down) is -0.1510 / -0.1462 hartree. The frontier orbital gap (spin up / spin down) comes out at 6.701 / 6.530 eV. As for the LUMO energy (spin up / spin down): 2.591 / 2.553 eV. The spin multiplicity is 2. The calculated total energy comes out at -2248.9393 Ha.

Each line ends with the Mulliken spin population.
Geometry (Å):
Ru (0.02, 0.06, -0.61)  0.966
O (-3.97, 0.73, -1.56)  0.002
C (-2.74, 0.66, -1.46)  -0.020
N (-2.00, -0.19, -0.75)  -0.008
C (-2.55, -1.11, 0.17)  -0.011
C (-3.91, -1.33, 0.38)  -0.004
C (-4.33, -2.23, 1.36)  0.003
C (-3.39, -2.90, 2.12)  -0.002
C (-2.03, -2.70, 1.91)  0.004
C (-1.60, -1.80, 0.93)  0.036
N (-0.27, -1.57, 0.55)  0.026
C (0.74, -2.34, 1.01)  -0.002
O (0.78, -2.97, 2.07)  0.001
C (1.86, -2.54, 0.03)  0.010
C (3.00, -3.22, 0.45)  -0.001
C (4.01, -3.44, -0.46)  0.000
C (3.86, -2.98, -1.76)  -0.001
C (2.69, -2.32, -2.09)  0.000
N (1.70, -2.11, -1.22)  0.003
C (-1.92, 1.63, -2.26)  -0.011
C (-2.57, 2.65, -2.93)  -0.001
C (-1.84, 3.52, -3.72)  -0.001
C (-0.47, 3.31, -3.83)  0.002
C (0.11, 2.27, -3.12)  0.001
N (-0.59, 1.45, -2.34)  0.012
H (-4.62, -0.78, -0.21)  0.000
H (-5.39, -2.38, 1.52)  0.000
H (-3.71, -3.60, 2.89)  0.000
H (-1.30, -3.21, 2.51)  0.001
H (3.05, -3.55, 1.47)  0.000
H (4.92, -3.96, -0.16)  0.000
H (4.63, -3.12, -2.51)  0.000
H (2.54, -1.92, -3.09)  0.000
H (-3.64, 2.73, -2.81)  0.000
H (-2.32, 4.33, -4.24)  0.000
H (0.15, 3.95, -4.45)  0.001
H (1.17, 2.09, -3.18)  0.000
O (2.03, -0.01, 1.19)  0.020
N (3.28, 0.01, 0.83)  -0.003
C (4.20, -0.45, 1.70)  0.001
C (5.54, -0.46, 1.41)  0.000
C (5.95, 0.00, 0.16)  0.001
C (5.00, 0.44, -0.73)  0.000
C (3.63, 0.46, -0.42)  0.003
S (2.43, 1.01, -1.49)  0.030
H (3.77, -0.78, 2.63)  0.000
H (6.24, -0.83, 2.15)  0.000
H (7.00, 0.00, -0.11)  0.000
H (5.28, 0.79, -1.71)  0.000
F (-5.35, 2.40, 3.04)  0.000
C (-4.14, 2.23, 2.45)  -0.005
C (-3.29, 1.26, 2.94)  0.002
C (-2.06, 1.09, 2.33)  -0.008
C (-1.66, 1.88, 1.25)  0.024
C (-0.31, 1.67, 0.63)  -0.050
C (-2.54, 2.86, 0.81)  -0.008
C (-3.78, 3.05, 1.40)  0.003
H (-3.61, 0.63, 3.76)  0.000
H (-1.39, 0.32, 2.70)  -0.001
H (0.44, 1.50, 1.39)  -0.010
H (0.00, 2.55, 0.05)  -0.002
H (-2.25, 3.49, -0.02)  0.000
H (-4.47, 3.80, 1.04)  0.000

***

# 4
Entry from the OMol25 dataset: a molecular structure, C30H22N4O6Rb (the ωB97M-V functional and the def2-TZVPD basis).

For the strongest force on any atom, the calculation gives 1.8 eV Å⁻¹. The calculation puts the energy above the lowest of the compared OMol25 structures with the same formula, charge and spin at 0.0 kcal/mol. As for the net charge: -1. The HOMO energy is -0.1624 hartree. The frontier orbital gap comes out at 5.627 eV. As for the LUMO energy: 1.208 eV. The spin multiplicity is 1. The calculated total energy comes out at -1851.1007 Ha.

Each line ends with the Mulliken charge.
Geometry (Å):
Rb (-0.32, -0.84, 0.85)  0.711
C (0.30, 4.76, 0.35)  -0.560
O (-1.11, 4.50, 0.34)  -0.461
C (-1.25, 3.16, 0.55)  -0.114
N (-0.20, 2.49, 0.76)  -0.260
C (0.93, 3.40, 0.78)  0.197
C (2.09, 2.95, -0.08)  0.075
C (1.98, 1.88, -0.95)  -0.127
C (3.08, 1.46, -1.68)  -0.608
C (4.29, 2.12, -1.56)  -0.348
C (4.40, 3.20, -0.69)  -0.766
C (3.31, 3.61, 0.05)  -0.334
C (-2.62, 2.62, 0.52)  0.703
C (-3.70, 3.51, 0.42)  -0.713
C (-4.98, 2.98, 0.41)  -0.468
C (-5.14, 1.61, 0.49)  -0.690
C (-4.00, 0.81, 0.58)  0.612
N (-2.76, 1.31, 0.60)  -0.037
C (-4.14, -0.65, 0.64)  -0.138
N (-3.22, -1.49, 0.87)  -0.174
C (-3.79, -2.82, 0.81)  -0.012
C (-5.26, -2.57, 0.40)  -0.566
O (-5.39, -1.14, 0.42)  -0.426
C (-3.06, -3.74, -0.15)  0.054
C (-3.24, -5.11, -0.04)  -0.431
C (-2.60, -5.97, -0.91)  -0.537
C (-1.75, -5.47, -1.89)  -0.457
C (-1.56, -4.10, -2.00)  -0.776
C (-2.23, -3.24, -1.14)  -0.083
H (0.50, 5.57, 1.06)  0.290
H (0.63, 5.05, -0.64)  0.371
H (1.29, 3.46, 1.82)  0.444
H (1.04, 1.34, -1.02)  0.486
H (3.00, 0.60, -2.33)  0.319
H (5.16, 1.78, -2.11)  0.320
H (5.36, 3.70, -0.56)  0.410
H (3.40, 4.42, 0.76)  0.347
H (-3.51, 4.57, 0.36)  0.463
H (-5.84, 3.63, 0.34)  0.416
H (-6.11, 1.14, 0.47)  0.464
H (-3.73, -3.26, 1.81)  0.495
H (-5.99, -2.99, 1.09)  0.281
H (-5.46, -2.93, -0.61)  0.369
H (-3.87, -5.51, 0.74)  0.382
H (-2.74, -7.04, -0.82)  0.361
H (-1.23, -6.14, -2.55)  0.380
H (-0.88, -3.69, -2.73)  0.334
H (-2.09, -2.17, -1.25)  0.617
O (7.30, -1.75, 0.08)  -0.738
C (6.75, -0.66, -0.13)  0.082
O (7.15, 0.37, -0.72)  -0.686
C (5.29, -0.54, 0.39)  0.916
C (4.92, 0.57, 1.15)  -0.557
C (3.61, 0.69, 1.56)  -0.599
N (2.66, -0.20, 1.25)  -0.173
C (3.01, -1.26, 0.52)  0.923
C (4.31, -1.48, 0.09)  -0.521
C (1.82, -2.16, 0.15)  -0.322
O (1.25, -2.74, 1.10)  -0.823
O (1.44, -2.10, -1.04)  -0.668
H (5.65, 1.34, 1.38)  0.394
H (3.29, 1.55, 2.14)  0.500
H (4.55, -2.35, -0.50)  0.462